ORCA calculation (wB97M-V/def2-TZVPD) on a structure of composition C41H48BFeN9O4S3 in a non-equilibrium geometry.

```
! RIJCOSX wB97M-V def2-TZVPD def2/J DEFGRID3
* xyz 1 6
Fe 1.84 1.49 0.62
C 3.04 -3.69 0.08
C 1.66 -3.14 0.05
C 0.56 -3.88 -0.24
C -0.72 -3.27 -0.27
N -0.88 -2.00 -0.01
N 0.18 -1.26 0.28
B -0.01 0.24 0.58
N -0.54 0.42 2.01
N -1.80 0.05 2.12
C -2.42 0.09 3.27
C -1.73 0.48 4.44
C -0.43 0.88 4.36
C 0.35 1.37 5.52
C 0.18 0.87 3.07
S 1.75 1.46 2.82
C -3.88 -0.27 3.31
C -4.39 -0.62 1.91
C -4.05 -1.48 4.25
C -4.67 0.92 3.86
N -0.69 0.97 -0.48
N -1.05 0.33 -1.61
C -1.72 0.96 -2.55
C -2.04 2.32 -2.44
C -1.57 3.05 -1.36
C -1.74 4.53 -1.26
C -0.88 2.34 -0.37
S -0.10 3.08 0.94
C -2.20 0.14 -3.73
C -3.73 0.11 -3.66
C -1.77 0.77 -5.06
C -1.65 -1.28 -3.61
C 1.44 -1.76 0.32
S 2.73 -0.71 0.65
C -1.92 -4.14 -0.60
C -1.94 -5.33 0.38
C -1.75 -4.68 -2.03
C -3.23 -3.37 -0.46
H 3.06 -4.73 -0.22
H 3.46 -3.60 1.09
H 3.69 -3.11 -0.58
H 0.66 -4.93 -0.47
H -2.24 0.49 5.39
H -0.22 1.29 6.44
H 0.63 2.41 5.36
H 1.28 0.82 5.63
H -3.81 -1.43 1.49
H -4.32 0.24 1.25
H -5.44 -0.92 1.97
H -3.48 -2.33 3.88
H -5.10 -1.76 4.29
H -3.73 -1.24 5.26
H -4.50 1.81 3.25
H -4.39 1.15 4.88
H -5.73 0.69 3.85
H -2.61 2.82 -3.22
H -2.28 4.91 -2.13
H -0.77 5.02 -1.21
H -2.28 4.79 -0.35
H -4.16 1.10 -3.76
H -4.07 -0.32 -2.72
H -4.11 -0.50 -4.48
H -2.18 1.76 -5.19
H -2.14 0.15 -5.88
H -0.69 0.83 -5.15
H -1.88 -1.67 -2.63
H -0.57 -1.28 -3.73
H -2.09 -1.91 -4.38
H -1.09 -6.00 0.24
H -2.85 -5.90 0.23
H -1.93 -4.98 1.41
H -0.82 -5.22 -2.14
H -1.76 -3.86 -2.75
H -2.57 -5.35 -2.26
H -3.42 -3.15 0.58
H -4.05 -3.97 -0.84
H -3.19 -2.44 -1.02
O 2.82 3.17 -5.96
C 1.99 2.34 -5.68
O 1.17 1.62 -6.19
C 1.98 2.07 -4.05
C 1.78 0.78 -3.59
C 1.74 0.57 -2.22
N 1.90 1.56 -1.35
C 2.12 2.80 -1.81
C 2.16 3.11 -3.17
C 2.46 3.88 -0.76
O 2.68 5.00 -1.13
O 2.49 3.39 0.40
H 1.65 -0.04 -4.27
H 1.58 -0.42 -1.83
H 2.36 4.12 -3.47
N 6.16 1.97 0.02
C 4.84 1.88 -0.22
N 4.15 1.48 0.82
C 5.08 1.29 1.83
C 4.96 0.84 3.14
C 6.11 0.73 3.90
C 7.37 1.06 3.38
C 7.51 1.50 2.08
C 6.36 1.61 1.32
H 6.86 2.26 -0.65
H 4.43 2.10 -1.18
H 4.00 0.56 3.56
H 6.05 0.38 4.92
H 8.24 0.96 4.01
H 8.48 1.75 1.67
*
```

The HOMO energy (spin up / spin down) is -9.51 / -9.49 eV. As for the energy above the lowest of the compared OMol25 structures with the same formula, charge and spin: 3.400 eV. The orbital gap (spin up / spin down) comes out at 4.588 / 2.971 eV.

These are the Löwdin partial charges, in e, on atoms 1 to 8: number 1, Fe, carries 0.37; number 2, C, carries -0.05; number 3, C, carries -0.23; number 4, C, carries 0.08; number 5, C, carries -0.19; number 6, N, carries 0.19; number 7, N, carries 0.02; number 8, B, carries -0.61

ORCA calculation (wB97M-V/def2-TZVPD) on a structure of composition C41H48BFeN9O4S3 in a non-equilibrium geometry.

```
! RIJCOSX wB97M-V def2-TZVPD def2/J DEFGRID3
* xyz 1 6
Fe -0.31 -0.69 0.10
C 0.04 2.76 4.29
C -1.17 2.40 3.48
C -2.45 2.65 3.86
C -3.56 2.24 3.07
N -3.38 1.67 1.91
N -2.11 1.44 1.55
B -1.88 0.80 0.17
N -1.91 1.86 -0.93
N -3.07 2.56 -0.96
C -3.18 3.50 -1.85
C -2.10 3.80 -2.73
C -0.94 3.10 -2.69
C 0.22 3.37 -3.61
C -0.86 2.03 -1.75
S 0.46 0.99 -1.65
C -4.50 4.25 -1.96
C -5.12 3.90 -3.33
C -5.47 3.83 -0.86
C -4.24 5.76 -1.88
N -2.62 -0.48 -0.12
N -3.43 -0.51 -1.24
C -3.98 -1.62 -1.56
C -3.70 -2.85 -0.87
C -2.97 -2.87 0.26
C -2.67 -4.11 1.03
C -2.47 -1.58 0.74
S -1.84 -1.39 2.26
C -5.01 -1.61 -2.69
C -6.35 -2.04 -2.07
C -4.59 -2.61 -3.78
C -5.18 -0.22 -3.30
C -1.02 1.71 2.25
S 0.45 1.07 1.64
C -4.99 2.43 3.58
C -5.23 3.93 3.84
C -5.13 1.64 4.90
C -6.01 1.91 2.58
H -0.24 3.35 5.16
H 0.75 3.32 3.68
H 0.55 1.85 4.62
H -2.63 3.15 4.81
H -2.20 4.62 -3.43
H 0.02 4.22 -4.25
H 0.42 2.49 -4.23
H 1.12 3.56 -3.03
H -5.30 2.83 -3.42
H -4.47 4.21 -4.16
H -6.07 4.42 -3.45
H -5.59 2.75 -0.81
H -6.44 4.29 -1.04
H -5.10 4.17 0.12
H -3.64 6.13 -2.72
H -3.73 6.02 -0.95
H -5.20 6.29 -1.90
H -4.09 -3.79 -1.25
H -3.01 -4.99 0.48
H -3.15 -4.09 2.00
H -1.59 -4.19 1.21
H -6.32 -3.07 -1.69
H -7.14 -1.99 -2.82
H -6.63 -1.38 -1.24
H -4.54 -3.63 -3.40
H -3.62 -2.34 -4.20
H -5.33 -2.59 -4.59
H -5.36 0.53 -2.52
H -6.04 -0.22 -3.98
H -4.29 0.08 -3.86
H -4.56 4.33 4.60
H -6.26 4.07 4.20
H -5.11 4.51 2.92
H -4.47 2.04 5.69
H -4.88 0.59 4.74
H -6.16 1.70 5.26
H -5.94 2.43 1.62
H -7.02 2.06 2.98
H -5.87 0.84 2.39
O 6.62 -2.63 -0.65
C 6.44 -1.62 0.02
O 6.97 -0.75 0.70
C 4.82 -1.28 0.00
C 4.42 -0.04 -0.44
C 3.05 0.19 -0.48
N 2.15 -0.73 -0.10
C 2.59 -1.91 0.35
C 3.93 -2.25 0.40
C 1.54 -2.92 0.76
O 1.87 -4.08 0.96
O 0.34 -2.44 0.79
H 5.13 0.72 -0.75
H 2.68 1.15 -0.81
H 4.22 -3.24 0.75
N 0.27 -3.52 -3.23
C 0.09 -3.07 -1.97
N -0.57 -1.94 -1.92
C -0.85 -1.62 -3.27
C -1.55 -0.57 -3.86
C -1.66 -0.54 -5.24
C -1.10 -1.54 -6.05
C -0.42 -2.60 -5.48
C -0.32 -2.62 -4.09
H 0.76 -4.36 -3.47
H 0.43 -3.64 -1.10
H -2.03 0.19 -3.26
H -2.20 0.28 -5.71
H -1.20 -1.48 -7.13
H 0.00 -3.39 -6.10
*
```

The HOMO energy (spin up / spin down) is -10.82 / -10.75 eV. As for the energy above the lowest of the compared OMol25 structures with the same formula, charge and spin: 1.717 eV. The orbital gap (spin up / spin down) comes out at 7.290 / 5.565 eV.

These are the Löwdin partial charges, in e, on atoms 1 to 8: number 1, Fe, carries 0.49; number 2, C, carries -0.04; number 3, C, carries -0.22; number 4, C, carries 0.08; number 5, C, carries -0.19; number 6, N, carries 0.21; number 7, N, carries -0.05; number 8, B, carries -0.63

ORCA calculation (wB97M-V/def2-TZVPD) on a structure of composition C41H48ClDyN4O7 in a non-equilibrium geometry.

```
! RIJCOSX wB97M-V def2-TZVPD def2/J DEFGRID3
* xyz 0 6
Dy -0.14 0.09 0.76
C -1.51 -2.06 2.78
C -2.34 -2.96 1.90
C -2.86 -4.10 2.48
C -3.58 -5.02 1.74
C -3.71 -4.81 0.38
C -3.19 -3.68 -0.24
C -3.31 -3.62 -1.73
C -2.55 -2.68 0.54
N -2.04 -1.50 -0.02
C -2.79 -0.89 -0.96
O -3.98 -1.05 -1.22
C -2.01 0.10 -1.81
C -2.55 0.56 -3.01
C -1.79 1.40 -3.81
C -0.51 1.74 -3.40
C -0.05 1.25 -2.18
N -0.79 0.46 -1.41
C 1.39 1.48 -1.76
O 2.13 2.12 -2.51
N 1.71 0.90 -0.60
C 3.10 0.81 -0.37
C 3.74 1.64 0.57
C 2.96 2.73 1.24
C 5.09 1.48 0.83
C 5.83 0.52 0.16
C 5.22 -0.26 -0.80
C 3.87 -0.13 -1.08
C 3.25 -0.96 -2.17
H -2.11 -1.30 3.27
H -0.71 -1.57 2.20
H -1.05 -2.66 3.57
H -2.70 -4.28 3.54
H -3.99 -5.90 2.21
H -4.22 -5.55 -0.22
H -3.45 -4.62 -2.14
H -2.43 -3.17 -2.19
H -4.17 -3.00 -2.02
H -3.54 0.24 -3.28
H -2.18 1.77 -4.75
H 0.14 2.36 -3.99
H 2.20 2.30 1.90
H 2.46 3.33 0.48
H 3.63 3.36 1.83
H 5.57 2.13 1.55
H 6.89 0.41 0.37
H 5.80 -0.99 -1.35
H 3.31 -0.43 -3.11
H 2.20 -1.14 -1.96
H 3.77 -1.91 -2.27
C 0.36 -3.07 -1.18
O 0.91 -2.27 -0.14
C 1.70 -3.04 0.75
C 2.60 -2.10 1.55
O 1.78 -1.11 2.17
C 2.51 -0.41 3.17
H 1.16 -3.57 -1.74
H -0.18 -2.39 -1.84
H -0.33 -3.82 -0.78
H 2.33 -3.75 0.19
H 1.05 -3.61 1.44
H 3.32 -1.62 0.88
H 3.14 -2.67 2.31
H 2.89 -1.10 3.92
H 1.80 0.28 3.64
H 3.34 0.15 2.73
C -2.83 3.11 -0.60
C -3.90 2.14 -0.20
C -5.13 2.19 -0.85
C -6.15 1.33 -0.48
Cl -7.68 1.44 -1.27
C -5.96 0.38 0.51
C -4.73 0.32 1.15
C -3.71 1.20 0.81
O -2.46 1.11 1.45
C -2.55 1.44 2.84
C -1.11 1.45 3.46
O -0.93 2.12 4.46
O -0.25 0.73 2.87
H -2.88 3.32 -1.67
H -1.84 2.74 -0.37
H -2.98 4.05 -0.07
H -5.29 2.91 -1.64
H -6.75 -0.30 0.77
H -4.56 -0.44 1.89
H -3.14 0.70 3.39
H -3.01 2.42 2.98
C -1.45 4.98 3.21
C -0.17 4.88 2.38
C 1.05 4.88 3.32
C -0.07 6.02 1.36
C -0.17 3.64 1.64
N -0.16 2.67 1.02
H -1.47 5.93 3.74
H -1.48 4.17 3.95
H -2.34 4.92 2.58
H 1.01 5.76 3.95
H 1.98 4.90 2.76
H 1.03 4.00 3.96
H 0.00 6.97 1.88
H -0.95 6.04 0.72
H 0.81 5.90 0.73
*
```

The HOMO energy (spin up / spin down) is -7.71 / -7.71 eV. The orbital gap (spin up / spin down) comes out at 7.651 / 7.629 eV.

These are the Löwdin partial charges, in e, on atoms 1 to 8: number 1, Dy, carries 1.72; number 2, C, carries -0.03; number 3, C, carries -0.21; number 4, C, carries -0.07; number 5, C, carries -0.09; number 6, C, carries -0.06; number 7, C, carries -0.20; number 8, C, carries -0.04

ORCA calculation (wB97M-V/def2-TZVPD) on a structure of composition C41H48CsN11S in a non-equilibrium geometry.

```
! RIJCOSX wB97M-V def2-TZVPD def2/J DEFGRID3
* xyz 0 1
Cs -1.48 0.10 0.89
C 1.05 3.18 5.38
C 0.05 3.61 4.52
C -0.85 2.72 3.98
C -0.79 1.35 4.30
C 0.23 0.93 5.16
C 1.13 1.83 5.69
N -1.66 0.47 3.73
C -2.37 -0.37 4.44
C -2.53 -0.25 5.86
C -3.38 -1.03 6.57
C -4.17 -2.00 5.93
C -4.04 -2.19 4.59
C -3.12 -1.44 3.80
N -2.91 -1.69 2.51
N -3.57 -2.70 2.01
C -3.48 -2.98 0.69
C -4.21 -4.13 0.30
C -4.29 -4.46 -1.03
C -3.60 -3.67 -1.96
C -2.88 -2.59 -1.48
N -2.81 -2.24 -0.21
H 1.75 3.88 5.80
H -0.04 4.66 4.28
H -1.63 3.06 3.31
H 0.31 -0.12 5.40
H 1.90 1.48 6.37
H -1.95 0.52 6.35
H -3.46 -0.90 7.64
H -4.87 -2.59 6.51
H -4.60 -2.96 4.07
H -4.72 -4.69 1.06
H -4.87 -5.31 -1.36
H -3.65 -3.89 -3.01
H -2.32 -1.96 -2.17
C 2.75 2.55 2.71
C 1.71 1.75 2.22
N 0.90 2.12 1.27
C 1.07 3.32 0.70
C 2.10 4.20 1.11
C 2.94 3.78 2.15
C 2.27 5.46 0.46
C 1.48 5.81 -0.59
C 0.45 4.94 -1.04
C -0.36 5.25 -2.15
C -1.36 4.39 -2.50
C -1.55 3.23 -1.74
N -0.80 2.90 -0.73
C 0.21 3.71 -0.38
H 3.38 2.19 3.51
H 1.54 0.76 2.63
H 3.73 4.44 2.49
H 3.05 6.12 0.82
H 1.61 6.75 -1.09
H -0.17 6.17 -2.69
H -2.00 4.60 -3.35
H -2.36 2.55 -1.97
C 5.73 -1.79 -1.15
C 4.99 -1.73 0.18
N 3.62 -2.20 0.13
C 3.39 -3.62 0.26
C 2.91 -4.25 -1.06
C 2.55 -1.35 -0.05
C 2.85 0.05 -0.49
N 1.33 -1.66 0.11
H 6.74 -1.40 -1.02
H 5.22 -1.21 -1.91
H 5.81 -2.82 -1.50
H 4.99 -0.70 0.54
H 5.53 -2.33 0.92
H 2.65 -3.83 1.04
H 4.33 -4.09 0.56
H 1.95 -3.83 -1.35
H 2.81 -5.33 -0.96
H 3.63 -4.04 -1.85
H 3.49 0.04 -1.37
H 3.34 0.63 0.29
H 1.92 0.55 -0.73
H 1.15 -2.61 0.41
N -5.15 2.53 0.80
C -4.26 2.14 0.17
H -5.91 2.83 1.37
C 1.34 -1.37 -6.14
N 0.49 -1.63 -4.99
C 1.23 -2.19 -3.88
C -0.36 -0.57 -4.65
S -0.01 0.50 -3.44
N -1.49 -0.49 -5.38
C -1.82 -1.45 -6.41
C -2.52 0.47 -5.08
H 2.19 -0.73 -5.87
H 0.76 -0.88 -6.92
H 1.72 -2.32 -6.53
H 1.75 -3.08 -4.22
H 0.52 -2.46 -3.10
H 1.95 -1.48 -3.46
H -1.20 -2.33 -6.31
H -1.68 -1.01 -7.41
H -2.87 -1.73 -6.31
H -2.10 1.23 -4.42
H -3.36 -0.01 -4.58
H -2.87 0.94 -6.00
*
```

The HOMO energy (spin up / spin down) is -5.87 / -5.87 eV. As for the energy above the lowest of the compared OMol25 structures with the same formula, charge and spin: 1.377 eV. The orbital gap (spin up / spin down) comes out at 5.888 / 5.887 eV.

These are the Löwdin partial charges, in e, on atoms 1 to 8: number 1, Cs, carries 0.95; number 2, C, carries -0.13; number 3, C, carries -0.10; number 4, C, carries -0.04; number 5, C, carries -0.35; number 6, C, carries -0.06; number 7, C, carries -0.11; number 8, N, carries -0.05